Record 1
# C16H10BrIrN4O6Se

A molecular structure, C16H10BrIrN4O6Se (the ωB97M-V functional and the def2-TZVPD basis, the Open Molecules 2025 dataset).

Properties
- Largest force on an atom: 0.6 eV/A
- ΔE to the lowest compared entry with this formula, charge and spin: 103.2 kcal per mole
- DFT total energy: -6365.73335 a.u.
- HOMO level: -8.11 eV
- LUMO energy: -3.65 eV

Element x y z (Å)
Ir: 0.06 -3.41 -0.03
Br: 3.11 -3.25 2.28
Se: -0.78 -6.09 0.23
O: -1.13 -2.23 1.04
O: 0.30 -5.02 1.08
O: -1.76 -0.40 2.08
O: -2.10 -6.37 1.07
O: 0.01 -7.29 -0.44
O: -1.03 -4.81 -0.93
N: 1.45 -2.00 0.51
N: -1.71 7.35 0.83
N: -0.73 0.78 -0.48
N: 0.01 -1.75 -1.18
C: -1.33 4.84 0.34
C: -0.01 -0.09 0.47
C: 2.67 -1.91 1.03
C: -1.32 2.55 1.09
C: 0.96 -0.94 -0.33
C: 2.03 -0.25 -1.09
C: -1.05 -0.96 1.28
C: -0.93 2.18 -0.19
C: -1.12 0.27 -1.61
C: 3.25 -0.21 -0.51
C: 3.58 -0.96 0.67
C: -1.52 3.90 1.34
C: -0.91 -1.15 -1.84
C: -0.93 4.45 -0.94
C: -0.72 3.11 -1.20
C: -1.54 6.24 0.61
H: -1.71 0.88 -2.28
H: -0.35 2.80 -2.17
H: 1.82 0.23 -2.03
H: 0.53 0.55 1.17
H: -1.83 4.22 2.33
H: -1.48 1.80 1.85
H: -1.60 -1.70 -2.46
H: 4.54 -0.90 1.13
H: 4.04 0.36 -0.99
H: -0.76 5.19 -1.70

Record 2
# C16H10BrNO3

A single C16H10BrNO3 molecule (the ωB97M-V functional and the def2-TZVPD basis, the Open Molecules 2025 dataset).

Properties
- Largest force on an atom: 4.3 eV/A
- DFT total energy: -3470.14092 a.u.
- HOMO level: -7.94 eV
- LUMO energy: -0.04 eV

Element x y z (Å)
Br: 3.47 1.76 -2.38
O: -0.78 0.33 0.22
O: 1.56 3.83 -3.43
O: 0.02 -5.12 3.45
N: -3.50 4.73 -1.32
C: 0.35 -1.61 1.30
C: 1.28 -0.30 -0.56
C: 0.93 2.99 -2.50
C: -0.38 1.22 -0.70
C: -0.71 -1.82 2.24
C: -0.78 -2.96 2.92
C: -0.41 3.19 -2.14
C: 0.30 -0.55 0.31
C: 1.59 1.94 -1.99
C: 0.89 1.00 -1.21
C: -2.53 2.29 -1.01
C: 0.18 -3.96 2.89
C: -1.02 2.30 -1.23
C: 1.28 -3.76 2.03
C: -3.08 3.65 -1.24
C: 1.46 -2.56 1.31
H: 2.33 -2.49 0.72
H: -3.10 1.64 -1.73
H: -2.71 2.10 0.10
H: 2.25 -0.70 -0.79
H: -0.95 3.97 -2.52
H: 0.78 -5.73 3.12
H: 1.98 -4.58 1.88
H: -1.54 -1.12 2.34
H: 2.53 3.55 -3.53
H: -1.69 -3.20 3.45

Record 3
# C16H10F3N2O4S

A molecular structure, C16H10F3N2O4S (the ωB97M-V functional and the def2-TZVPD basis, the Open Molecules 2025 dataset).

Properties
- Largest force on an atom: 8.7 eV/A
- ΔE to the lowest compared entry with this formula, charge and spin: 4.7 kcal per mole
- DFT total energy: -1723.85813 a.u.
- Charge: -1
- HOMO level: -2.93 eV
- LUMO energy: 2.07 eV

Element x y z (Å)
S: 4.66 -2.57 -2.85
F: 4.24 -0.61 -4.55
F: 5.51 -2.28 -5.27
F: 3.32 -2.52 -5.12
O: 3.81 -0.17 -1.26
O: 1.92 -4.12 -2.83
O: -1.73 -0.82 3.12
O: -3.20 -1.53 1.64
N: -2.35 -0.70 2.05
N: 3.07 -2.13 -2.33
C: 2.94 -0.97 -1.55
C: -1.99 4.15 3.43
C: -0.38 -2.52 -1.36
C: -1.10 -1.56 -0.62
C: 1.52 -1.04 -1.17
C: 1.96 -3.01 -2.34
C: -2.89 2.83 1.60
C: 4.41 -1.96 -4.53
C: -0.46 -0.42 -0.14
C: -1.22 3.05 3.84
C: 0.94 -2.22 -1.62
C: -2.83 4.03 2.32
C: -2.06 0.48 1.18
C: -1.27 1.85 3.12
C: 0.84 -0.10 -0.43
C: -2.08 1.73 1.98
H: -0.69 0.99 3.44
H: -2.15 -1.76 -0.40
H: -3.55 2.70 0.74
H: -0.58 3.10 4.72
H: -2.82 0.50 0.39
H: -3.44 4.88 2.00
H: -0.80 -3.46 -1.71
H: -0.98 0.31 0.64
H: 1.37 0.79 -0.09
H: -1.93 5.09 3.98

Record 4
# C16H10F5O6S

2 unconnected molecules or ions with the total composition C16H10F5O6S (the ωB97M-V functional and the def2-TZVPD basis, the Open Molecules 2025 dataset).

Properties
- Largest force on an atom: 4.5 eV/A
- DFT total energy: -1964.59719 a.u.
- Charge: -1
- HOMO level: -3.46 eV
- LUMO energy: 0.06 eV

Element x y z (Å)
S: -1.26 -0.70 -2.47
F: 0.92 0.09 -1.15
F: 4.35 -0.96 4.06
F: -0.48 -0.95 4.29
F: -0.47 1.73 4.32
F: 4.35 1.72 4.09
O: -0.34 0.42 1.21
O: -1.47 -2.18 -2.35
O: -2.36 0.25 -2.87
O: 1.95 3.01 4.26
O: -2.36 -0.09 0.28
O: 1.94 -2.24 4.20
C: -0.04 -0.50 -3.77
C: -4.35 0.06 1.65
C: 0.68 -0.28 4.22
C: 3.19 -0.29 4.12
C: 0.95 -1.44 -3.93
C: 3.19 1.06 4.13
C: 1.79 -0.21 -5.79
C: 1.93 -1.03 4.18
C: 0.81 0.74 -5.63
C: 0.68 1.06 4.24
C: 1.87 -1.30 -4.95
C: -1.00 0.08 0.22
C: -0.12 0.59 -4.61
C: -0.36 -0.13 -1.01
C: -2.85 0.25 1.55
C: 1.94 1.80 4.21
H: -4.86 0.64 0.89
H: -0.92 1.31 -4.49
H: -4.75 0.37 2.62
H: 2.64 -2.03 -5.08
H: -2.55 1.29 1.74
H: 0.75 1.59 -6.28
H: 2.51 -0.10 -6.59
H: -2.30 -0.37 2.26
H: 0.98 -2.30 -3.28
H: -4.61 -0.98 1.49

Record 5
# C16H11BrCl2N3OSe3TeTi

A molecular structure, C16H11BrCl2N3OSe3TeTi (the ωB97M-V functional and the def2-TZVPD basis, the Open Molecules 2025 dataset).

Properties
- Spin multiplicity: 2
- Largest force on an atom: 2.6 eV/A
- ΔE to the lowest compared entry with this formula, charge and spin: 1.7 kcal per mole
- DFT total energy: -12672.08833 a.u.
- ⟨S²⟩: 0.757
- HOMO level (spin up / spin down): -7.72 / -7.74 eV
- LUMO energy (spin up / spin down): -0.74 / -0.76 eV

Element x y z (Å)
Te: 1.39 4.91 0.78
Br: -4.66 1.40 2.97
Se: 3.52 3.00 -1.80
Se: 3.74 4.51 -0.06
Se: 1.48 2.94 2.37
Ti: 2.70 1.99 0.31
Cl: 5.23 1.56 1.06
Cl: 7.23 -0.23 0.36
O: 2.69 0.07 0.61
N: -2.72 -2.78 -1.04
N: 0.82 1.36 -0.77
N: -1.57 -2.92 -1.47
C: 0.63 0.03 -0.60
C: 1.68 -0.65 0.14
C: -1.33 0.11 -1.96
C: 1.60 -2.03 0.27
C: -2.64 -1.76 1.29
C: -4.08 0.07 1.81
C: -3.10 -1.81 -0.02
C: -0.40 -0.68 -1.21
C: -4.04 -0.86 -0.42
C: 0.53 -2.75 -0.29
C: -1.09 1.42 -2.09
C: -4.45 0.14 0.49
C: 5.51 -0.16 0.65
C: -0.46 -2.09 -0.99
C: -0.05 2.03 -1.44
C: -3.11 -0.85 2.18
H: -2.17 -0.41 -2.49
H: -2.76 -0.81 3.20
H: -4.43 -0.88 -1.45
H: -1.78 2.05 -2.67
H: 5.30 -0.75 1.51
H: 0.16 3.12 -1.53
H: 2.35 -2.59 0.83
H: 0.44 -3.81 -0.09
H: 4.94 -0.33 -0.26
H: -5.17 0.91 0.21
H: -1.92 -2.47 1.61

Record 6
# C16H11Cl2F2NO3

A single C16H11Cl2F2NO3 molecule (the ωB97M-V functional and the def2-TZVPD basis, the Open Molecules 2025 dataset).

Properties
- Largest force on an atom: 0.6 eV/A
- ΔE to the lowest compared entry with this formula, charge and spin: 0.0 kcal per mole
- DFT total energy: -2016.94326 a.u.
- HOMO level: -9.48 eV
- LUMO energy: 0.52 eV

Element x y z (Å)
Cl: 0.76 0.93 -0.20
Cl: 1.61 -2.47 -1.43
F: -2.46 -0.08 -3.23
F: 0.27 1.31 4.82
O: -1.41 -3.02 -1.12
O: -0.51 -0.86 1.88
O: -1.82 0.72 2.80
N: -1.96 -0.91 -0.53
C: 0.96 1.62 3.71
C: -0.75 0.33 2.41
C: 2.42 2.24 1.46
C: 2.11 2.39 3.84
C: 2.83 2.69 2.70
C: 0.81 -1.48 -2.59
C: 0.52 1.14 2.48
C: -1.15 -0.37 -3.37
C: -0.45 0.17 -4.43
C: -1.61 -1.76 1.75
C: -2.62 -1.29 0.70
C: 1.53 -0.94 -3.65
C: 1.27 1.47 1.36
C: -0.55 -1.21 -2.43
C: -1.34 -1.82 -1.30
C: 0.89 -0.13 -4.56
H: -1.15 -2.70 1.44
H: 2.41 2.73 4.81
H: 1.45 0.28 -5.39
H: 2.58 -1.17 -3.74
H: -2.10 -1.88 2.72
H: -1.79 0.07 -0.68
H: 2.98 2.48 0.57
H: -0.97 0.80 -5.13
H: -3.30 -2.13 0.49
H: 3.73 3.29 2.78
H: -3.19 -0.44 1.07

Record 7
# C16H11ClN2O4S

A single C16H11ClN2O4S molecule (the ωB97M-V functional and the def2-TZVPD basis, the Open Molecules 2025 dataset).

Properties
- Largest force on an atom: 5.3 eV/A
- ΔE to the lowest compared entry with this formula, charge and spin: 36.8 kcal per mole
- DFT total energy: -1885.09161 a.u.
- HOMO level: -8.94 eV
- LUMO energy: -0.57 eV

Element x y z (Å)
Cl: 0.67 1.51 5.37
S: -0.76 -2.79 -4.83
O: 1.14 1.09 -1.45
O: -1.81 -1.82 -5.30
O: 0.55 -2.68 -5.59
O: 0.92 0.41 2.53
N: 0.90 1.59 0.68
N: 0.32 -0.61 -0.08
C: -0.56 -2.68 -3.01
C: 0.32 4.04 4.95
C: -0.43 -2.81 -0.34
C: 0.71 5.18 2.81
C: -1.36 -4.44 -4.60
C: 0.90 4.01 2.16
C: -0.79 -3.94 -1.12
C: 0.68 2.78 2.81
C: -0.08 -1.59 -0.95
C: -1.45 -4.86 -3.34
C: 0.88 1.47 2.07
C: 0.76 0.67 -0.34
C: -0.14 -1.55 -2.32
C: 0.54 2.83 4.28
C: 0.49 5.24 4.24
C: -0.88 -3.84 -2.43
H: -1.59 -5.10 -5.44
H: 0.91 2.58 0.38
H: 0.99 4.15 1.04
H: -1.70 -5.92 -3.25
H: 0.09 -0.80 0.91
H: -0.27 -3.01 0.75
H: -0.10 -0.61 -2.95
H: 0.26 3.99 6.09
H: 0.43 6.24 4.75
H: -1.32 -4.78 -0.61
H: 0.78 6.06 2.14

Record 8
# C16H11ClN2O6S

A single C16H11ClN2O6S molecule (the ωB97M-V functional and the def2-TZVPD basis, the Open Molecules 2025 dataset).

Properties
- Largest force on an atom: 4.4 eV/A
- ΔE to the lowest compared entry with this formula, charge and spin: 0.0 kcal per mole
- DFT total energy: -2035.63895 a.u.
- HOMO level: -8.01 eV
- LUMO energy: -0.06 eV

Element x y z (Å)
Cl: 1.69 4.02 -4.43
S: -2.09 -0.55 -2.11
O: -3.42 -0.12 -1.67
O: -2.28 -1.67 -3.08
O: 1.85 0.31 0.44
O: 2.51 1.89 1.89
O: -0.58 -3.37 -1.67
O: -1.26 0.76 0.52
N: -1.22 -1.19 -0.80
N: -0.38 -1.31 1.21
C: -1.06 2.06 -2.32
C: -0.21 0.48 -3.94
C: 0.60 2.78 -3.85
C: -0.62 -2.43 -0.67
C: 0.00 -2.48 0.55
C: -0.46 -1.59 3.54
C: 0.62 1.47 -4.42
C: 0.94 -0.42 5.07
C: -0.28 3.07 -2.82
C: 1.17 -0.01 2.68
C: -1.04 0.77 -2.85
C: 1.85 0.72 1.57
C: 1.56 0.23 4.01
C: 0.11 -0.94 2.47
C: -0.06 -1.32 4.86
C: -1.07 -0.47 0.35
H: 2.35 0.94 4.25
H: 1.26 1.30 -5.25
H: 0.62 -3.33 0.89
H: -1.25 -3.11 -2.34
H: -0.14 -0.51 -4.38
H: -0.53 -1.87 5.67
H: 1.27 -0.30 6.11
H: -0.30 4.04 -2.36
H: -1.29 -2.29 3.34
H: 2.84 2.20 1.03
H: -1.69 2.21 -1.47

Record 9
# C16H12BN10RuS2

A molecular structure, C16H12BN10RuS2 (the ωB97M-V functional and the def2-TZVPD basis, the Open Molecules 2025 dataset).

Properties
- Spin multiplicity: 5
- Largest force on an atom: 0.7 eV/A
- DFT total energy: -2080.39408 a.u.
- ⟨S²⟩: 6.043
- Charge: +1
- HOMO level (spin up / spin down): -12.28 / -12.28 eV
- LUMO energy (spin up / spin down): -4.21 / -7.07 eV

Element x y z (Å)
Ru: 1.74 -0.54 -0.58
S: 3.24 0.24 -2.21
S: 3.79 -0.45 0.57
N: -1.11 -0.32 -1.32
N: 0.12 -0.54 -1.84
N: -0.67 -1.42 0.90
N: 0.64 -1.72 0.70
N: 0.77 1.15 0.40
N: 5.98 2.54 -2.99
N: -0.56 1.09 0.69
N: 6.76 1.60 1.29
N: -3.44 0.77 1.21
N: -2.80 -0.19 0.50
C: -3.67 -1.17 0.15
C: -1.16 -2.23 1.85
C: -1.31 -0.28 -3.53
C: 4.23 0.38 -0.84
C: 0.95 -2.74 1.51
C: -4.69 0.38 1.31
C: 1.25 2.26 0.97
C: 0.00 -0.52 -3.17
C: 6.14 1.46 0.33
C: -0.16 -3.10 2.26
C: 5.37 1.29 -0.84
C: 5.72 1.98 -2.01
C: -4.90 -0.85 0.66
C: 0.23 2.93 1.64
C: -0.90 2.15 1.44
C: -1.98 -0.15 -2.32
B: -1.33 -0.17 0.22
H: 0.86 -0.70 -3.80
H: 1.94 -3.16 1.50
H: -2.18 -2.13 2.17
H: -3.02 0.06 -2.11
H: 2.29 2.51 0.88
H: -3.36 -2.03 -0.42
H: -5.40 1.00 1.84
H: -1.91 2.26 1.76
H: 0.30 3.85 2.19
H: -0.23 -3.88 2.99
H: -1.73 -0.20 -4.51
H: -5.82 -1.41 0.57

Record 10
# C16H12BaBrN3O7

A molecular structure, C16H12BaBrN3O7 (the ωB97M-V functional and the def2-TZVPD basis, the Open Molecules 2025 dataset).

Properties
- Largest force on an atom: 3.0 eV/A
- DFT total energy: -3907.18528 a.u.
- Charge: -2
- HOMO level: -0.47 eV
- LUMO energy: 2.28 eV

Element x y z (Å)
Ba: 0.50 0.76 -0.83
Br: 3.20 2.14 -1.05
O: 0.81 -0.71 5.37
O: -3.86 0.92 0.32
O: -3.85 -1.42 6.12
O: -1.86 1.81 0.11
O: 1.57 0.01 3.45
O: -5.34 -0.94 4.57
O: -0.07 0.52 1.60
N: 0.63 -0.26 4.22
N: -4.17 -0.96 5.00
N: -2.70 1.09 0.75
C: -1.00 0.40 2.46
C: 3.15 2.85 -4.58
C: -0.41 -2.57 -0.82
C: 2.88 0.90 -5.80
C: -1.79 -0.49 4.62
C: 0.69 -2.36 -1.70
C: -3.42 0.09 2.89
C: -0.75 -0.07 3.80
C: 1.38 -1.84 0.43
C: 1.83 2.86 -5.14
C: 0.02 -2.26 0.50
C: -2.40 0.59 2.08
C: 3.78 1.63 -4.96
C: -3.11 -0.43 4.16
C: 1.80 -1.91 -0.93
C: 1.67 1.66 -5.91
H: 0.80 1.39 -6.50
H: -0.57 -2.37 1.41
H: 3.08 -0.05 -6.29
H: 4.78 1.31 -4.67
H: 2.79 -1.66 -1.31
H: 1.09 3.64 -5.01
H: -1.40 -2.94 -1.08
H: 0.69 -2.58 -2.77
H: 3.59 3.61 -3.94
H: 1.98 -1.53 1.28
H: -1.57 -0.94 5.58
H: -4.45 0.12 2.56

Record 11
# C16H12Cl5NO5ReSSbSe4

A molecular structure, C16H12Cl5NO5ReSSbSe4 (the ωB97M-V functional and the def2-TZVPD basis, the Open Molecules 2025 dataset).

Properties
- Spin multiplicity: 4
- Largest force on an atom: 1.6 eV/A
- DFT total energy: -13671.43057 a.u.
- ⟨S²⟩: 3.811
- Charge: -1
- HOMO level (spin up / spin down): -5.34 / -5.30 eV
- LUMO energy (spin up / spin down): 0.83 / 0.33 eV

Element x y z (Å)
Re: -1.46 0.74 0.92
Sb: -4.39 2.10 -0.54
Se: -3.05 -0.20 -0.49
Se: -4.84 2.89 -2.73
Se: -6.08 1.93 1.11
Se: -2.18 2.99 0.49
Cl: -1.77 -0.09 5.65
Cl: 0.85 1.38 1.25
Cl: 0.91 -1.07 6.99
Cl: 3.62 -0.81 5.43
Cl: 3.57 0.39 2.51
S: 2.67 -1.25 -2.33
O: 3.60 -0.59 -1.46
O: -1.40 1.00 2.94
O: -0.68 -1.14 1.32
O: -0.98 -3.24 2.05
O: 3.14 -1.80 -3.57
N: 1.88 -2.47 -1.61
C: 1.40 -2.31 -0.24
C: 1.56 1.23 -2.35
C: 0.54 2.14 -2.57
C: -0.64 -2.46 1.20
C: -0.29 0.60 3.56
C: 0.93 -0.38 5.41
C: -0.27 0.05 4.84
C: 1.33 -0.12 -2.58
C: -0.71 1.72 -3.01
C: -0.01 -2.85 -0.11
C: 0.94 0.70 2.91
C: 0.09 -0.56 -3.02
C: 2.14 0.27 3.44
C: 2.14 -0.28 4.72
C: -0.93 0.36 -3.22
C: -1.80 2.73 -3.28
H: -0.61 -2.41 -0.92
H: -0.03 -3.93 -0.20
H: -0.09 -1.61 -3.19
H: -1.70 3.14 -4.29
H: 2.08 -2.80 0.46
H: -2.80 2.30 -3.20
H: 1.40 -1.25 0.02
H: -1.91 0.02 -3.54
H: 2.53 1.55 -1.99
H: 0.72 3.19 -2.39
H: -1.75 3.55 -2.57
H: 2.34 -3.34 -1.84

Record 12
# C16H12ClIrN2O8P2

A molecular structure, C16H12ClIrN2O8P2 (the ωB97M-V functional and the def2-TZVPD basis, the Open Molecules 2025 dataset).

Properties
- Spin multiplicity: 5
- Largest force on an atom: 0.4 eV/A
- ΔE to the lowest compared entry with this formula, charge and spin: 0.0 kcal per mole
- DFT total energy: -2575.79807 a.u.
- ⟨S²⟩: 6.086
- HOMO level (spin up / spin down): -7.00 / -9.03 eV
- LUMO energy (spin up / spin down): -1.41 / -3.75 eV

Element x y z (Å)
Ir: -0.10 -0.99 -0.51
Cl: 5.72 3.28 0.03
P: 0.81 -1.50 2.48
P: 0.70 -3.78 0.60
O: 1.77 -0.92 -1.06
O: 2.08 -0.51 2.55
O: 1.42 -2.62 1.45
O: 1.93 -4.30 -0.28
O: 0.05 -4.84 1.35
O: -0.21 -0.72 1.62
O: -0.23 -2.97 -0.39
O: 0.42 -2.03 3.78
N: -0.25 0.99 -0.59
N: -2.11 -0.83 -0.59
C: 2.18 1.42 -0.52
C: 0.86 1.85 -0.46
C: -1.91 2.81 -0.55
C: -4.35 -1.58 -0.49
C: 4.92 0.74 -0.51
C: 3.19 2.41 -0.27
C: 3.97 -0.22 -0.76
C: -3.26 3.14 -0.52
C: -2.99 -1.83 -0.55
C: 4.51 2.07 -0.27
C: -2.53 0.46 -0.57
C: -4.24 2.17 -0.50
C: -4.80 -0.27 -0.49
C: -3.88 0.79 -0.53
C: 2.61 0.08 -0.78
C: -1.50 1.46 -0.58
H: -2.57 -2.83 -0.55
H: 2.56 -0.67 3.38
H: 5.97 0.50 -0.50
H: -3.55 4.18 -0.50
H: 2.90 3.43 -0.08
H: 0.67 2.88 -0.21
H: 4.26 -1.25 -0.94
H: 2.35 -3.57 -0.76
H: -5.04 -2.41 -0.45
H: -5.29 2.44 -0.46
H: -5.86 -0.06 -0.44
H: -1.18 3.61 -0.56

> What is the formula in the fourth record?

C16H10F5O6S

> What is the largest force on an atom in the third record?

8.7 eV/A